# C4H8Br2Si

C4H8Br2Si as an isolated structure at a distorted geometry (wB97M-V/def2-TZVPD, the OMol25 dataset).

```
15
Properties=species:S:1:pos:R:3:forces:R:3:nbo_charge:R:1
C -2.7403 -1.3819 0.3912 -2.683 -3.101 0.955 -0.441
C -1.5749 -1.9202 0.0803 1.357 4.833 -0.868 -0.356
C 1.8106 1.9297 0.2009 1.146 -3.968 -1.474 -0.603
C 1.3010 0.4625 0.5754 0.378 -0.550 -2.162 -0.890
Si 0.0916 -0.2466 -0.7376 -0.795 -2.704 0.678 1.183
Br -1.1269 1.2414 -1.8468 0.206 -0.064 0.231 -0.287
Br 1.4297 -1.3878 -2.3140 -0.872 0.707 0.919 -0.351
H -3.7556 -2.0080 0.6048 2.619 0.536 -0.537 0.191
H -3.0840 -0.4200 0.6745 0.841 1.431 -0.519 0.212
H -1.1965 -2.8824 -0.0405 0.011 -1.510 -0.275 0.201
H 1.9622 1.9035 -0.9275 0.296 0.469 1.543 0.214
H 1.2675 2.7591 0.4780 -1.861 1.399 0.589 0.217
H 2.7093 1.9459 0.7796 1.073 0.596 -0.270 0.218
H 0.7635 0.3472 1.4755 -0.513 0.278 1.346 0.236
H 2.1427 -0.3424 0.6063 -1.204 1.648 -0.158 0.255
```
Positions in Å, forces in eV/Å.

As for the gap between HOMO and LUMO: 9.3 eV. The calculation puts the HOMO energy at -9.0 eV. The energy above the lowest of the compared OMol25 structures with the same formula, charge and spin comes out at 47.9 kcal/mol.


# C15H29N3O3

The molecule C15H29N3O3 (wB97M-V/def2-TZVPD, the OMol25 dataset).

```
50
Properties=species:S:1:pos:R:3:forces:R:3:nbo_charge:R:1
C -5.8501 -1.0741 1.3402 0.006 -0.114 0.032 -0.245
H -6.4605 -1.8776 1.7510 0.087 -0.015 0.047 0.190
O -6.6789 -0.3634 0.4543 -0.070 -0.075 -0.113 -0.539
C -6.1924 0.8961 0.0545 0.171 0.177 -0.348 -0.071
C -5.1242 0.8515 -1.0536 -0.337 0.252 0.437 -0.254
N -3.8355 0.4059 -0.5814 -0.173 -0.298 -0.172 -0.631
C -2.9841 1.2110 0.0835 0.175 -0.442 -0.083 0.664
O -3.1945 2.3857 0.3020 -0.034 0.418 0.155 -0.633
C -1.7304 0.4838 0.5703 0.039 0.085 -0.051 -0.322
N -1.4526 -0.6889 -0.2430 -0.081 -0.026 0.184 -0.465
C -0.8267 -0.3609 -1.5138 0.163 0.114 -0.186 -0.223
C 0.6515 0.0265 -1.3933 -0.172 -0.219 0.005 -0.434
H 1.0680 0.1981 -2.3875 0.022 0.029 -0.024 0.211
H 0.7545 0.9463 -0.8183 0.042 0.015 -0.043 0.233
C 1.4314 -1.0819 -0.6798 -0.168 0.353 0.248 -0.039
N 2.8299 -0.7153 -0.5052 -0.054 -0.400 -0.286 -0.627
C 3.2515 0.3433 0.2230 0.581 -0.155 -0.138 0.702
O 2.4904 1.0848 0.8091 -0.294 0.314 0.232 -0.637
C 4.7774 0.5318 0.2468 0.114 0.188 0.124 -0.150
C 5.2780 0.8116 -1.1746 -0.074 -0.041 0.151 -0.594
H 6.3450 1.0242 -1.1539 0.106 0.012 -0.012 0.213
H 4.7647 1.6755 -1.5914 -0.028 0.088 -0.090 0.218
H 5.1161 -0.0361 -1.8377 0.015 -0.061 -0.103 0.197
C 5.0964 1.7303 1.1416 -0.182 -0.154 -0.117 -0.593
H 4.7403 1.5498 2.1525 -0.015 0.049 0.102 0.221
H 6.1687 1.9083 1.1703 0.135 -0.026 -0.027 0.201
H 4.5991 2.6210 0.7674 -0.019 0.103 0.026 0.224
C 5.4506 -0.7208 0.8185 -0.098 0.132 -0.071 -0.594
H 5.0369 -0.9593 1.7959 -0.011 -0.068 0.107 0.217
H 5.3230 -1.5862 0.1711 0.022 -0.117 -0.034 0.196
H 6.5181 -0.5431 0.9330 0.106 0.000 0.001 0.214
H 3.5164 -1.2788 -0.9753 0.014 0.073 0.059 0.396
C 0.7646 -1.3890 0.6639 -0.196 -0.136 -0.205 -0.444
C -0.7099 -1.7341 0.4353 0.182 -0.123 0.180 -0.207
H -0.7783 -2.6340 -0.1876 -0.014 -0.040 0.074 0.186
H -1.1986 -1.9467 1.3891 -0.005 -0.061 -0.059 0.203
H 1.2722 -2.2231 1.1520 0.031 -0.012 0.034 0.211
H 0.8475 -0.5112 1.3041 0.040 -0.030 0.036 0.236
H 1.4169 -1.9872 -1.2999 0.019 0.069 0.053 0.193
H -0.9175 -1.2433 -2.1579 -0.036 0.066 -0.067 0.189
H -1.3872 0.4565 -1.9722 -0.015 -0.081 -0.089 0.212
H -0.9091 1.2097 0.6162 -0.098 0.010 0.025 0.213
H -1.9367 0.1607 1.5952 0.035 0.031 -0.019 0.222
H -3.5486 -0.5550 -0.6983 0.108 0.124 0.009 0.422
H -5.0066 1.8698 -1.4358 -0.060 -0.089 -0.067 0.220
H -5.4562 0.1920 -1.8567 0.013 0.057 0.002 0.205
H -7.0657 1.4299 -0.3289 0.089 0.054 0.037 0.189
H -5.7853 1.4466 0.9130 -0.050 -0.007 -0.048 0.178
H -5.4995 -0.4315 2.1562 0.017 -0.013 0.002 0.167
H -4.9799 -1.5092 0.8361 -0.045 -0.010 0.090 0.158
```
Positions in Å, forces in eV/Å.

As for the gap between HOMO and LUMO: 9.3 eV. Its SMILES is COCCNC(=O)CN1CCC(NC(=O)C(C)(C)C)CC1. The calculation puts the HOMO energy at -8.7 eV. The energy above the lowest of the compared OMol25 structures with the same formula, charge and spin comes out at 18.0 kcal/mol.